Entry 1:
A cluster of 4 separate species, C42H65ClN7O10S in total in a non-equilibrium geometry. Source: the OMol25 dataset; level of theory: ωB97M-V/def2-TZVPD.

gap between HOMO and LUMO = 6.27 eV
DFT total energy = -3632.79416 a.u.
E_HOMO = -11.24 eV
net charge = +1

XYZ file:
```
126
Properties=species:S:1:pos:R:3:forces:R:3
C -0.361886 6.307712 -1.060417 -0.8865 -0.6653 -0.2435
C -1.342604 5.305252 -1.800807 0.7068 -0.8380 0.6101
C -0.558472 4.425204 -2.870829 0.1625 0.7806 0.8714
C 0.318425 3.352822 -2.085336 -1.2998 -0.1556 0.1878
C -0.395704 1.926139 -2.162400 -0.7723 2.1602 -1.3647
N -0.467992 1.230838 -0.856789 2.5587 -0.2638 -0.4638
C 0.884934 1.003753 -0.441535 0.0551 -1.2840 -0.2311
N 1.541697 1.865980 0.349604 0.2232 0.5549 -0.8231
N 1.597188 -0.189398 -0.777415 -2.0232 1.0674 1.8689
C 2.080588 -0.236993 -2.180379 0.5635 -0.3070 -1.1656
C 2.890157 1.021993 -2.664715 -0.0057 -1.1150 -0.1068
C 0.846648 -1.395940 -0.353729 0.3050 -1.2368 -0.5172
N 1.627666 -2.052663 0.720234 0.4274 -0.6055 -0.4597
C 2.047954 -3.418262 0.298925 -0.4179 -0.9857 -0.3990
C 0.852626 -4.423899 0.201456 -0.3922 -0.7978 -0.4530
C 1.128299 -5.592803 -0.845944 -0.6243 0.8417 0.1067
C -0.663868 -1.157711 0.026751 -0.6616 -0.2505 0.1187
C -0.944734 -1.149102 1.564211 0.5469 -0.5846 0.4500
C -0.172943 -0.056882 2.365298 -0.0481 -0.1116 0.8548
C -0.858879 1.346403 2.384392 -0.7284 0.1222 -0.3362
S -0.132790 2.492203 3.610397 0.9055 1.0192 4.0713
O 1.353034 2.498245 3.601319 -2.4273 -0.1957 -1.2102
O -0.715858 2.304799 4.965986 0.8459 -0.0314 -3.5626
O -0.647041 3.998473 3.104649 0.3257 -1.8599 -0.2571
C -1.343028 0.045124 -0.764300 -1.2145 -1.6972 0.4605
C -1.929101 -0.521438 -2.104422 -0.2692 0.0247 -0.1345
C -3.159397 -1.512896 -1.877113 0.6957 -0.1210 -0.7260
C -4.429281 -1.111892 -2.706982 0.4857 -0.7293 -0.3182
Cl -2.584615 -3.127659 -2.590552 -0.1940 0.3725 0.4704
O -2.465051 0.409516 0.059828 0.8099 0.6803 -0.9350
C -3.145922 1.576209 -0.381908 -1.7581 1.0969 1.5170
C -4.428865 1.735261 0.542246 -0.2373 -0.0275 -2.1151
C -5.094883 3.104066 0.126568 0.6171 -0.0418 0.3550
C -4.495984 4.303942 0.968070 -0.1631 -0.1231 -0.7235
H 0.274506 5.738169 -0.335034 -0.1581 0.5132 -0.8228
H -0.944865 7.026321 -0.433947 0.5342 -0.4517 -0.7505
H 0.228568 6.815006 -1.855956 -0.1735 -0.0571 0.9105
H -2.229323 5.811521 -2.235440 0.7235 -0.2330 0.2657
H -1.673822 4.575000 -1.007165 -0.2428 0.6817 -0.7287
H -1.277791 3.938155 -3.570662 0.6601 0.3243 0.4056
H 0.087396 5.144935 -3.431550 -0.4349 -0.8045 0.1630
H 1.374479 3.329110 -2.428305 -0.7018 0.0025 0.3642
H 0.223461 3.655154 -1.006517 0.5029 -0.1595 -0.9699
H 0.023905 1.338327 -3.012831 -0.2058 0.0983 0.8211
H -1.446551 2.176949 -2.461042 0.8701 -0.4351 0.4693
H 1.762687 2.819793 0.067509 -1.2144 0.1241 0.4902
H 1.932123 1.578211 1.250794 0.7854 -0.4362 -0.7996
H 2.734184 -1.144034 -2.263342 -0.5425 0.8103 0.4096
H 1.203666 -0.460108 -2.851779 0.7504 0.3557 0.5075
H 3.263560 1.581792 -1.780115 -0.2269 -0.1365 -0.7928
H 2.284871 1.624441 -3.373785 0.4724 -0.1335 0.7242
H 3.768955 0.634441 -3.239681 -0.6824 0.4998 0.5422
H 0.874289 -2.117969 -1.219834 -0.2896 0.8019 0.5571
H 2.492628 -1.533295 0.882752 -0.4731 0.0929 -0.1091
H 2.810291 -3.850731 0.991396 -0.5824 0.6182 -0.3398
H 2.532914 -3.400815 -0.722907 -0.3402 0.1228 0.7610
H -0.094884 -3.935753 -0.157905 0.9022 -0.1381 0.4279
H 0.580061 -4.900906 1.177164 0.4677 0.6722 -0.5705
H 0.658430 -5.275132 -1.815805 0.6914 -0.3555 0.6480
H 2.220386 -5.757258 -0.991066 -0.8275 -0.1339 0.1473
H 0.590079 -6.521106 -0.541076 0.7788 0.8578 -0.3352
H -1.165680 -2.097691 -0.331113 0.3294 0.9816 0.1841
H -2.030910 -1.199359 1.833176 0.8937 0.4385 -0.5724
H -0.547445 -2.130608 1.940359 -0.1802 0.9290 -0.4215
H -0.128452 -0.403793 3.432865 0.0390 0.3253 -0.8912
H 0.887304 -0.061451 2.015928 -0.7866 0.2194 0.3441
H -1.924866 1.190568 2.693498 0.9332 0.3687 -0.0669
H -0.889142 1.887926 1.411305 0.1953 -0.3971 0.7402
H 0.044708 4.644230 3.323530 0.0640 -0.2285 0.0951
H -2.368709 0.251804 -2.784781 0.9188 -0.4228 0.6167
H -1.101156 -1.075431 -2.619501 -0.8393 0.6014 0.1938
H -3.347657 -1.730274 -0.806731 -0.0140 0.2882 -0.7820
H -4.096634 -0.602432 -3.650037 -0.3857 -0.2508 0.9038
H -4.899468 -2.067041 -3.053277 0.0826 0.9520 0.4995
H -5.172152 -0.501764 -2.149218 0.6414 -0.3048 -0.3096
H -3.537976 1.547288 -1.426718 0.5343 -0.3193 0.5442
H -2.571599 2.533505 -0.254969 0.0618 -0.9550 -0.1727
H -5.123213 0.923468 0.192678 0.5966 0.4469 0.8407
H -4.186615 1.652079 1.622987 -0.2250 0.0516 -0.7382
H -4.830674 3.278677 -0.951018 -0.4113 -0.1748 0.8158
H -6.209848 3.040062 0.171109 0.9632 0.1299 0.1698
H -3.738816 3.931583 1.696843 -0.6096 0.3150 -0.3720
H -5.302506 4.859776 1.498723 0.7564 -0.3530 -0.3094
H -3.966716 4.995771 0.262799 -0.4937 -0.3557 0.7890
C 0.858107 -10.771169 4.178598 0.0080 0.0093 -0.0302
C -0.093593 -9.759504 4.242220 0.1298 -0.0724 -0.1376
C -0.383448 -9.006270 3.113334 -0.1036 0.0833 0.0792
C 0.284029 -9.279632 1.925501 0.1521 -0.3752 0.6097
C 1.241684 -10.283190 1.853623 0.1128 -0.0887 -0.1233
C 1.527586 -11.029843 2.988056 -0.1673 0.1347 0.0949
N -0.034529 -8.505739 0.727544 -0.0310 -0.0772 -0.0681
O -0.863555 -7.616745 0.824762 -0.0197 0.0153 0.0675
O 0.542061 -8.791006 -0.300576 -0.0489 -0.0570 -0.0282
H 1.078264 -11.361132 5.060653 -0.0079 0.0379 -0.0469
H -0.611618 -9.560493 5.171992 0.0079 0.0177 -0.0661
H -1.125393 -8.221087 3.171589 0.0625 -0.0278 -0.1875
H 1.765561 -10.492818 0.930541 -0.1156 0.1697 -0.0150
H 2.270117 -11.816349 2.943889 -0.0255 0.0588 -0.0406
C -1.897023 12.520187 0.544934 -0.0018 -0.0109 -0.0188
C -2.178495 11.258109 1.055529 0.0330 0.0799 -0.1798
C -2.362433 10.185276 0.194526 0.0040 -0.0917 0.1050
C -2.257456 10.389086 -1.176218 0.0920 0.5380 0.4778
C -1.983819 11.647925 -1.696343 0.0349 0.0876 -0.1397
C -1.803980 12.715922 -0.828323 -0.0341 -0.1636 0.1486
N -2.426140 9.257472 -2.086257 -0.0541 -0.0161 -0.1744
O -2.682757 8.170617 -1.601667 -0.1304 0.0159 0.0511
O -2.296524 9.461186 -3.274625 0.0255 -0.0148 -0.0275
H -1.748696 13.354674 1.220195 -0.0203 -0.0455 -0.0389
H -2.251732 11.110567 2.125673 -0.0144 -0.0250 -0.0631
H -2.581532 9.206730 0.600735 -0.0048 0.0017 -0.1915
H -1.906695 11.808757 -2.763448 -0.0370 -0.1900 0.0444
H -1.587588 13.701058 -1.221613 -0.0182 -0.0674 -0.0185
C 7.602167 -4.640648 0.316327 -0.0050 0.0018 0.0095
C 6.483298 -4.714373 -0.505753 0.0641 -0.1036 0.1909
C 5.553319 -5.729146 -0.325198 -0.0911 0.0790 -0.0950
C 5.753531 -6.661464 0.685237 0.4992 0.5506 -0.0929
C 6.871738 -6.600648 1.506823 0.0715 -0.0483 0.1147
C 7.798468 -5.584169 1.317986 -0.1453 0.0627 -0.1579
N 4.763753 -7.718285 0.894797 -0.1785 -0.2474 0.0527
O 3.806467 -7.753886 0.147817 -0.0576 0.0794 -0.0656
O 4.952403 -8.497260 1.805913 0.0626 -0.0034 0.0528
H 8.323794 -3.844202 0.176150 -0.0268 -0.0574 -0.0003
H 6.335088 -3.978407 -1.286435 -0.0083 -0.0692 0.0098
H 4.685689 -5.779401 -0.969887 0.0016 -0.1716 0.1247
H 7.030981 -7.329116 2.290743 -0.1768 -0.0369 -0.1006
H 8.672601 -5.525088 1.953988 -0.0556 -0.0416 -0.0180
```
Positions in Å, forces in eV/Å.

Entry 2:
A structure of composition C42H66As3ClN9O2ReS in a non-equilibrium geometry. Source: the OMol25 dataset; level of theory: ωB97M-V/def2-TZVPD.

gap between HOMO and LUMO (alpha / beta) = 5.13 / 3.68 eV
DFT total energy = -9926.49996 a.u.
E_HOMO (alpha / beta) = -13.89 / -13.89 eV
energy relative to the best compared isomer or geometry (same formula, charge and spin) = 8.3 kJ/mol
multiplicity = 4
net charge = +3

XYZ file:
```
125
Properties=species:S:1:pos:R:3:forces:R:3
Re -0.077786 0.358748 -0.367626 -0.4303 0.2960 0.4074
N -1.791889 4.315924 0.576025 0.2500 -0.3734 -0.1939
C -1.066337 3.207404 0.390023 -0.3119 0.6101 0.1397
S -1.806170 1.962285 -0.625117 0.2000 -0.2789 0.0032
N 0.103830 3.129587 0.962256 0.1490 -0.2590 -0.1032
N 0.784278 1.974377 0.674189 -0.2509 0.2736 0.0521
C 2.011396 1.870753 1.088411 0.2748 -0.0106 0.0744
C 2.721454 2.924156 1.841350 -0.0827 -0.0664 -0.0454
C 3.787565 3.591884 1.244026 0.0731 -0.0045 -0.0396
C 4.462514 4.580438 1.944750 -0.0133 -0.0235 -0.0467
C 4.087877 4.885932 3.244781 -0.0058 0.0003 0.0167
C 3.031739 4.212491 3.845273 0.0020 -0.0235 -0.0019
C 2.341793 3.239021 3.142850 -0.0720 0.0127 0.0462
C 2.681792 0.613778 0.716635 0.1743 -0.0068 0.0198
C 4.003299 0.349755 1.032650 -0.1514 0.0697 0.0146
C 4.578542 -0.833613 0.588472 -0.0069 -0.0845 -0.0548
C 3.816499 -1.719672 -0.154538 0.0405 -0.0019 0.0506
C 2.491888 -1.414024 -0.410487 -0.0928 -0.0486 0.0090
N 1.931020 -0.277612 0.018523 0.0107 -0.0036 0.1166
H -2.683984 4.437993 0.129161 -0.1097 -0.0103 0.0531
H -1.384369 5.092637 1.073337 -0.0117 0.0059 0.0576
H 4.086179 3.350374 0.230087 0.0138 0.0044 -0.0129
H 5.282699 5.107341 1.477172 0.0010 0.0038 -0.0075
H 4.621514 5.649769 3.793461 0.0010 0.0053 0.0039
H 2.747332 4.449857 4.861125 -0.0078 -0.0050 0.0013
H 1.515282 2.717825 3.610989 -0.0086 0.0150 0.0069
H 4.565904 1.066219 1.613098 0.0001 0.0140 0.0054
H 5.612425 -1.054581 0.817517 0.0108 -0.0029 0.0019
H 4.230097 -2.647060 -0.524343 -0.0030 -0.0074 -0.0062
H 1.846162 -2.095266 -0.944251 0.0161 -0.0042 -0.0256
C 1.038217 3.266345 -2.439344 -0.0312 -0.0095 0.0782
As 0.936654 1.335499 -2.509317 0.2050 0.2250 -0.4413
C 2.776975 0.885592 -2.909397 0.0027 -0.0471 0.0801
C -0.052011 1.059103 -4.163252 -0.1169 -0.0540 0.0111
C -0.537258 -0.359438 -4.518233 0.0051 -0.0156 0.0194
C 0.596984 -1.366956 -4.340040 0.0163 0.0011 -0.0285
C -1.761486 -0.737684 -3.680216 0.0440 0.1271 -0.0374
As -1.551156 -1.218757 -1.798275 -0.4043 -0.2398 -0.3026
C -1.217221 -3.122488 -1.859629 0.1224 -0.0025 0.0624
C -3.418555 -1.160197 -1.271750 0.0504 0.0925 0.1014
C -0.956716 -0.285748 -6.003354 -0.0068 0.0322 -0.0006
As -1.872887 -1.707069 -7.085030 -0.0653 -0.0114 0.0245
C -1.474026 -3.410013 -6.183328 0.0400 0.0113 -0.0365
C -3.715218 -1.498055 -6.426972 0.0342 0.0236 -0.0139
H 1.491259 3.618216 -3.365950 -0.0069 -0.0294 0.0035
H 1.650321 3.582552 -1.595450 -0.0073 -0.0008 0.0061
H 0.037989 3.683317 -2.343195 0.0030 0.0088 -0.0080
H 3.028040 1.327767 -3.873291 -0.0102 0.0039 0.0155
H 2.932163 -0.188581 -2.956391 -0.0008 -0.0054 -0.0096
H 3.422565 1.317703 -2.144498 0.0043 -0.0122 -0.0006
H 0.625317 1.422803 -4.941383 0.0203 -0.0054 0.0481
H -0.893732 1.755775 -4.122721 0.0038 -0.0130 -0.0093
H 0.919419 -1.433010 -3.292250 0.0256 0.0054 0.0301
H 1.464997 -1.078568 -4.935880 -0.0023 -0.0088 -0.0052
H 0.297873 -2.364561 -4.654229 -0.0172 0.0026 -0.0030
H -2.228972 -1.625479 -4.106457 -0.0050 -0.0131 0.0278
H -2.510981 0.058139 -3.710312 0.0142 0.0016 0.0057
H -1.987414 -3.562272 -2.493566 0.0028 0.0425 -0.0014
H -1.269576 -3.525643 -0.852791 0.0147 0.0007 0.0086
H -0.234441 -3.322909 -2.279742 -0.0023 -0.0238 0.0108
H -3.995726 -1.675817 -2.039607 0.0439 -0.0041 0.0015
H -3.743419 -0.122964 -1.210238 -0.0484 -0.0179 0.0180
H -3.578483 -1.649138 -0.312421 0.0254 0.0330 -0.0134
H -0.062547 -0.044232 -6.584537 0.0013 -0.0139 0.0076
H -1.631036 0.567538 -6.134887 0.0105 0.0062 -0.0149
H -0.440302 -3.703306 -6.361675 0.0009 -0.0066 0.0049
H -2.110275 -4.149967 -6.669890 0.0055 0.0028 0.0100
H -1.688098 -3.434929 -5.114307 -0.0159 0.0094 0.0211
H -4.000335 -0.447002 -6.475023 -0.0097 -0.0065 -0.0090
H -3.881880 -1.875336 -5.418463 0.0043 -0.0111 0.0196
H -4.367449 -2.047469 -7.104769 0.0092 0.0023 0.0058
C 1.565861 -2.280126 3.295987 -0.0007 0.0157 0.0308
N 1.572529 -3.568941 2.636318 -0.0275 -0.0089 -0.0634
C 0.981358 -3.779976 1.435780 0.0873 -0.1283 0.1441
N 1.026919 -5.050996 0.962875 0.0050 0.0508 -0.0179
O 0.466403 -2.861082 0.779236 -0.0516 0.0201 -0.1308
H 2.563846 -2.033502 3.657590 -0.0014 -0.0096 0.0143
H 0.872440 -2.265429 4.139489 0.0057 0.0072 -0.0169
H 1.255089 -1.531827 2.569305 -0.0031 0.0005 0.0068
H 1.910502 -4.361665 3.156305 0.0085 0.0013 0.0033
H 1.336881 -5.827086 1.521649 -0.0039 -0.0052 0.0145
H 0.515394 -5.260325 0.125043 -0.0087 -0.0120 0.0106
C -4.739427 0.657089 7.443299 -0.0168 -0.0005 -0.0237
C -3.385667 0.131842 6.937667 0.0196 -0.0149 -0.0197
C -2.300295 0.585843 7.920994 -0.0502 -0.0092 0.0503
C -3.440920 -1.404511 6.931383 -0.0242 0.0053 0.0154
C -3.099371 0.673054 5.491936 -0.1779 0.0522 0.0285
O -4.023578 0.134060 4.558995 0.1907 -0.1777 0.0855
C -3.153512 2.211829 5.453738 0.1751 0.0165 -0.1741
C -3.192350 2.853428 4.054655 0.0004 0.1115 0.3746
C -4.475223 2.632791 3.316284 -0.7195 -0.1046 -0.7343
C -4.516236 1.891823 2.114412 0.3982 0.7361 1.1280
C -5.693332 1.704885 1.436832 -1.0228 0.3096 0.1751
C -6.873928 2.260200 1.955726 0.9208 0.2341 0.6708
Cl -8.339526 2.032146 1.130233 -0.6760 -0.1204 -0.4078
C -6.860900 3.007549 3.148719 -0.3259 -0.5945 -1.0431
C -5.672358 3.189133 3.809593 1.1205 -0.3073 -0.1450
C -1.706884 0.148363 5.048418 0.0049 0.0537 0.1188
N -1.560331 -0.172393 3.626551 0.0539 -0.0044 -0.2513
C -0.917832 0.491549 2.681377 -0.1123 0.2078 0.3380
N -0.954567 -0.205835 1.543656 0.3364 -0.1872 -0.2698
C -1.648710 -1.334434 1.890146 -0.1628 -0.2286 0.0843
N -2.022496 -1.345787 3.136922 0.0894 0.1075 -0.1722
H -5.018150 0.115993 8.345871 0.0096 -0.0074 0.0230
H -5.558856 0.507099 6.733315 0.0058 -0.0047 0.0207
H -4.708044 1.714116 7.705134 -0.0048 -0.0177 -0.0137
H -2.545297 0.217988 8.917645 0.0110 -0.0172 0.0096
H -2.226725 1.671350 7.992408 -0.0129 -0.0016 -0.0074
H -1.316211 0.183060 7.672462 0.0281 0.0004 -0.0173
H -3.870900 -1.750709 7.870063 0.0129 -0.0114 0.0184
H -2.452931 -1.861983 6.863379 0.0242 -0.0182 -0.0109
H -4.051285 -1.795216 6.117692 -0.0175 0.0233 0.0141
H -4.910234 0.178378 4.937467 0.0239 0.0519 -0.0749
H -2.297930 2.614315 5.998535 0.0348 -0.0033 0.0552
H -4.037644 2.547610 5.995098 0.0152 -0.0151 -0.0663
H -2.355737 2.531371 3.435212 0.1213 -0.0671 -0.0441
H -3.068008 3.931777 4.198754 0.0938 -0.0458 0.0005
H -3.603725 1.447330 1.731728 0.0876 -0.0486 0.0411
H -5.733846 1.131130 0.521714 -0.0608 -0.0182 -0.0467
H -7.780884 3.434891 3.523008 -0.0190 -0.0200 -0.0361
H -5.659298 3.777176 4.719168 0.0385 0.0146 0.0318
H -1.480845 -0.783797 5.556142 0.0068 0.0036 0.0191
H -0.928025 0.869639 5.293343 -0.0133 0.0128 -0.0134
H -0.451033 1.451897 2.823540 -0.0431 0.0045 0.0278
H -1.832943 -2.150939 1.216885 0.0091 -0.0066 0.0166
```
Positions in Å, forces in eV/Å.